{
  "formula": "C18H52N2O8",
  "method": "the ωB97M-V functional and the def2-TZVPD basis",
  "energy_ha": -1428.137956,
  "e_homo_ev": -9.150,
  "spin_multiplicity": 1,
  "largest_force_ev_per_a": 12.27,
  "de_lowest_kj_mol": 811.2,
  "charge": 0,
  "gap_ev": 9.33,
  "symbols": ["N", "C", "N", "O", "H", "H", "H", "H", "C", "C", "C", "O", "H", "H", "H", "H", "H", "H", "H", "H", "C", "C", "C", "O", "H", "H", "H", "H", "H", "H", "H", "H", "C", "C", "C", "O", "H", "H", "H", "H", "H", "H", "H", "H", "C", "C", "C", "O", "H", "H", "H", "H", "H", "H", "H", "H", "C", "C", "C", "O", "H", "H", "H", "H", "H", "H", "H", "H", "C", "O", "H", "H", "H", "H", "C", "O", "H", "H", "H", "H"],
  "xyz": [[29.39700, 4.17100, 20.55400], [30.34000, 4.84800, 19.95600], [30.06600, 6.10200, 19.97600], [31.37700, 4.18300, 19.22000], [29.50000, 3.11000, 20.72000], [28.73700, 4.66600, 21.13600], [30.56900, 6.76100, 19.28700], [29.26600, 6.54100, 20.50800], [27.24800, 6.36500, 18.09500], [27.22400, 4.86500, 17.95300], [28.34500, 4.28700, 17.08100], [27.02200, 4.29800, 19.05800], [26.95900, 6.87400, 17.21200], [28.17700, 6.75000, 18.37900], [26.54300, 6.62000, 18.81400], [26.32100, 4.62900, 17.40200], [29.35800, 4.37400, 17.40600], [28.46600, 4.99000, 16.23500], [28.34400, 3.27400, 16.85200], [27.85300, 4.09400, 19.44500], [31.22400, 6.61400, 16.53700], [30.34500, 7.55700, 15.70700], [31.33000, 8.61200, 15.13000], [29.72700, 7.01400, 14.74700], [32.09400, 7.06400, 16.95200], [31.50600, 5.71400, 15.99700], [30.53800, 6.28400, 17.26900], [29.58600, 8.01900, 16.33600], [31.66700, 9.11400, 16.00400], [31.01200, 9.34700, 14.36300], [32.14400, 8.01400, 14.65400], [29.26400, 7.69100, 14.22200], [28.26300, 7.36300, 23.14800], [27.32700, 7.43900, 21.88900], [27.40600, 8.83400, 21.22800], [27.54500, 6.52100, 21.11200], [28.05200, 6.36100, 23.55400], [28.07500, 8.19900, 23.92700], [29.19500, 7.46800, 22.71900], [26.32400, 7.34500, 22.19900], [28.35700, 8.89800, 20.65600], [27.40200, 9.61200, 22.01700], [26.55300, 9.04400, 20.54600], [26.66600, 6.31900, 20.72300], [28.30000, 1.34300, 19.30500], [28.86600, 0.79900, 20.57600], [30.27700, 0.34300, 20.41400], [28.80800, 1.50800, 21.60000], [28.85000, 2.21200, 19.02200], [27.28500, 1.58500, 19.38600], [28.31800, 0.68900, 18.45200], [28.32000, -0.13400, 20.79100], [30.45000, -0.43700, 19.68000], [30.68200, -0.08700, 21.34200], [30.90800, 1.11900, 19.98500], [28.20500, 1.11900, 22.26700], [30.29900, 9.36200, 18.69100], [29.60400, 10.40100, 17.80000], [28.13800, 10.78200, 18.21800], [30.16200, 11.50600, 17.80600], [30.32600, 9.63700, 19.69800], [31.25200, 9.11600, 18.20800], [29.56500, 8.51500, 18.72200], [29.56800, 10.03400, 16.81200], [27.47700, 9.93200, 17.93200], [27.93000, 11.55900, 17.48600], [28.04800, 11.11100, 19.22700], [29.71000, 12.12500, 17.22500], [27.10400, 3.43100, 23.56400], [25.87800, 4.07100, 23.62600], [27.28900, 2.82400, 24.39600], [27.74200, 4.33600, 23.54100], [27.29900, 2.82400, 22.69400], [25.89700, 4.76700, 23.01100], [31.54700, 2.68500, 16.26000], [31.32600, 2.04200, 17.48000], [32.49700, 3.27200, 16.24400], [30.75300, 3.39100, 16.03700], [31.67900, 1.96900, 15.48300], [31.27000, 2.76100, 18.12300]],
  "forces_ev_per_angstrom": [[-0.8, -4.9, 1.9], [4.9, -4.7, -4.4], [1.4, 6.4, -1.7], [-5.0, 3.8, 3.7], [-0.1, 2.7, 0.0], [0.1, -0.1, 0.1], [-0.9, -1.7, 1.8], [1.2, -1.2, -1.1], [0.2, -0.4, -1.3], [0.3, 2.2, -7.2], [0.7, 3.0, -0.3], [-1.7, -3.5, 7.0], [-0.2, 0.4, -1.2], [1.6, 0.5, 0.6], [-1.4, 0.6, 1.3], [-0.5, 0.3, -0.9], [0.8, 0.4, 1.6], [-0.6, -0.9, -0.4], [-1.0, -1.8, -0.9], [1.2, -0.5, 1.0], [-1.5, -0.5, -1.0], [4.3, 4.4, 3.4], [0.3, -0.6, -0.3], [-4.2, -4.2, -6.3], [0.5, 0.5, 0.4], [0.1, 0.1, -0.4], [-0.2, -0.8, 1.4], [0.3, 0.5, 0.9], [1.0, 0.9, 0.4], [-0.5, -0.4, 0.5], [-0.4, 0.6, 0.4], [0.3, -0.6, 0.3], [-3.3, 0.7, 0.6], [-1.3, 9.5, 7.7], [0.3, 0.5, 0.2], [0.8, -8.8, -7.1], [0.6, 0.5, 0.3], [0.2, -1.5, -1.4], [2.5, 0.0, -0.3], [-1.6, 0.4, 1.4], [-0.6, 0.1, 0.3], [0.0, -0.3, -0.5], [0.6, -0.3, 0.3], [1.4, -0.7, -0.6], [0.5, 0.2, -0.5], [0.3, -7.9, -6.4], [1.8, -0.9, -0.9], [-1.8, 5.8, 8.4], [0.4, 0.7, -0.5], [-1.6, 0.7, 0.5], [0.5, -0.7, -0.1], [-0.2, -0.3, -0.4], [-0.6, -0.3, -0.3], [-0.1, 0.6, -0.1], [0.3, 0.5, 0.5], [0.7, 0.8, -0.6], [-1.8, -0.8, -2.1], [-5.4, -6.0, 2.0], [-0.1, -2.7, -2.1], [6.5, 8.9, 0.1], [0.7, 1.0, 1.5], [-0.1, -0.2, 0.7], [0.9, 0.2, -0.5], [-0.4, -1.3, -1.4], [-0.1, 0.5, 0.7], [-0.6, 0.3, 0.3], [-0.1, 0.2, 0.7], [0.3, 0.1, 0.1], [1.3, 2.2, -1.1], [-2.2, -1.6, 1.2], [0.1, -0.6, 1.6], [1.2, -1.2, 0.2], [-0.3, 0.0, -0.6], [-0.2, 1.3, -1.1], [1.1, 1.0, 0.2], [-0.1, -0.4, -0.1], [-0.4, -0.2, 0.3], [-0.3, 0.0, -0.4], [-0.3, -0.7, -0.6], [0.0, 0.2, 0.7]]
}

***

{
  "formula": "C44H44N8O2SeTeW",
  "method": "the ωB97M-V functional and the def2-TZVPD basis",
  "energy_ha": -5027.918662,
  "e_homo_ev": [-9.440, -9.761],
  "s2": 0.78,
  "spin_multiplicity": 2,
  "largest_force_ev_per_a": 2.95,
  "de_lowest_kj_mol": 0.0,
  "charge": 1,
  "gap_ev": [4.53, 4.91],
  "symbols": ["W", "C", "C", "C", "C", "C", "C", "N", "C", "C", "C", "C", "C", "C", "N", "N", "C", "C", "C", "C", "C", "N", "H", "H", "H", "H", "H", "H", "H", "H", "H", "H", "H", "H", "H", "C", "C", "O", "H", "H", "H", "C", "C", "O", "N", "Te", "C", "C", "C", "C", "C", "C", "C", "C", "C", "C", "C", "C", "C", "C", "C", "C", "C", "C", "H", "H", "H", "H", "H", "H", "H", "H", "H", "H", "H", "H", "H", "H", "H", "H", "H", "H", "H", "H", "H", "H", "H", "H", "H", "Se", "N", "C", "C", "C", "C", "N", "C", "N", "H", "H", "H"],
  "xyz": [[1.35075, 0.94471, 0.27403], [3.42580, 1.63700, -4.91826], [2.56352, 0.65313, -4.45668], [2.47275, 0.38383, -3.10074], [3.26096, 1.08170, -2.17909], [4.11399, 2.08261, -2.65713], [4.18461, 2.36024, -4.01335], [3.14626, 0.79964, -0.79025], [4.29321, 0.84358, -0.01435], [5.60743, 0.69836, -0.47225], [6.66570, 0.84137, 0.40389], [6.45555, 1.15395, 1.74836], [5.17451, 1.25721, 2.24100], [4.08996, 1.06454, 1.37792], [2.76716, 1.13930, 1.72223], [2.41310, 1.61579, 2.92087], [1.15320, 2.05670, 2.96439], [0.65635, 2.65626, 4.14806], [-0.55151, 3.28650, 4.12728], [-1.28212, 3.34518, 2.92268], [-0.78870, 2.70561, 1.82469], [0.37001, 1.99889, 1.82532], [3.51679, 1.82704, -5.97875], [1.97311, 0.07988, -5.15985], [1.80258, -0.38753, -2.75417], [4.72111, 2.65377, -1.96671], [4.84815, 3.14182, -4.35919], [5.79057, 0.47572, -1.51414], [7.67611, 0.71229, 0.04148], [7.29631, 1.29160, 2.41317], [4.96066, 1.48716, 3.27524], [1.28725, 2.63500, 5.02425], [-0.93562, 3.77498, 5.01168], [-2.20965, 3.89463, 2.86961], [-1.29952, 2.75520, 0.87114], [2.25961, -2.38914, -0.50179], [1.51454, -1.21916, 0.03864], [0.71514, -0.51085, -0.76928], [1.89091, -2.61336, -1.50191], [2.12473, -3.23846, 0.16241], [3.33110, -2.18166, -0.54957], [1.23144, -1.12713, 3.75726], [1.60528, -1.72484, 2.42575], [2.08764, -2.82476, 2.30113], [1.25156, -0.91755, 1.33832], [-1.62839, -0.33328, 0.84159], [-3.40557, -1.13862, 1.85966], [-3.26015, -2.20631, 2.75292], [-1.94498, -2.65535, 3.33622], [-4.39481, -2.87330, 3.20594], [-5.67204, -2.50423, 2.81413], [-6.87613, -3.25561, 3.30286], [-5.79573, -1.39069, 1.99591], [-4.69087, -0.68381, 1.53571], [-4.96511, 0.57967, 0.76563], [-2.03289, -1.39127, -0.99477], [-1.72921, -2.75376, -1.09484], [-1.39378, -3.59906, 0.10031], [-1.74756, -3.35728, -2.34727], [-2.03081, -2.64539, -3.50448], [-1.96304, -3.30773, -4.85095], [-2.38452, -1.31018, -3.37613], [-2.40834, -0.67238, -2.13842], [-2.91374, 0.74892, -2.09271], [1.11848, -1.93134, 4.48023], [0.30573, -0.55451, 3.68332], [2.02193, -0.45832, 4.09783], [-1.09619, -2.30845, 2.75348], [-1.91302, -3.74231, 3.40280], [-1.85186, -2.25900, 4.34947], [-4.26852, -3.71322, 3.87917], [-6.59609, -3.96834, 4.07607], [-7.34767, -3.80775, 2.48868], [-7.61770, -2.56818, 3.70911], [-6.78497, -1.05570, 1.70457], [-5.65221, 1.20617, 1.33431], [-5.44126, 0.35309, -0.18883], [-4.04513, 1.13393, 0.59723], [-0.60839, -3.14268, 0.70465], [-1.05938, -4.58672, -0.21294], [-2.27375, -3.72461, 0.73197], [-1.51882, -4.41484, -2.41443], [-2.83411, -3.94852, -4.99854], [-1.07928, -3.94119, -4.92539], [-1.93800, -2.57205, -5.65313], [-2.66543, -0.74993, -4.26150], [-2.93011, 1.18604, -3.09150], [-2.32512, 1.38496, -1.43226], [-3.93713, 0.75163, -1.72343], [3.27461, 4.35075, 0.23829], [2.81579, 5.00204, -1.33096], [1.85474, 4.25810, -1.85329], [1.25441, 4.35802, -3.12305], [0.39446, 3.34339, -3.47529], [0.09077, 2.28221, -2.61318], [0.55489, 2.18748, -1.36232], [1.42844, 3.16859, -1.03355], [2.01340, 3.05399, 0.15723], [1.50635, 5.16830, -3.79097], [-0.06488, 3.34696, -4.45313], [-0.52961, 1.46098, -2.93533]],
  "forces_ev_per_angstrom": [[1.2, 1.4, 0.8], [0.0, 0.0, -0.1], [0.1, 0.0, 0.1], [0.2, -0.1, 0.0], [0.1, 0.1, -0.2], [-0.2, 0.0, 0.1], [0.1, 0.0, 0.0], [-0.4, 0.3, -0.1], [0.1, -0.1, 0.6], [-0.1, 0.0, 0.0], [0.0, 0.0, 0.1], [0.0, -0.1, 0.1], [-0.4, 0.0, 0.0], [0.7, -0.2, -0.5], [-0.3, 0.6, 0.7], [0.8, 0.0, -0.2], [-0.6, 0.0, -0.4], [0.2, -0.1, -0.1], [-0.1, 0.0, -0.2], [0.0, 0.0, 0.2], [0.1, 0.1, -0.4], [0.2, 0.5, 1.4], [0.0, 0.0, 0.0], [0.0, 0.0, 0.0], [0.0, 0.0, 0.0], [0.0, 0.0, 0.0], [0.0, 0.0, 0.0], [0.0, 0.0, 0.0], [0.0, 0.0, 0.0], [0.0, 0.0, 0.0], [0.1, 0.0, 0.1], [0.0, 0.0, 0.0], [0.0, 0.0, 0.1], [0.0, 0.0, -0.1], [-0.1, -0.1, 0.1], [0.3, 0.3, -0.3], [-1.0, -2.1, 1.2], [0.2, -1.5, -0.5], [0.0, 0.1, 0.0], [0.0, 0.1, 0.0], [0.0, 0.0, 0.0], [0.0, -0.2, 0.0], [0.2, 0.3, 0.5], [-0.1, 0.0, 0.0], [0.2, -0.5, -2.1], [-2.6, -1.3, 0.1], [0.3, 0.4, -0.2], [0.2, 0.0, 0.0], [-0.1, 0.0, -0.1], [-0.1, 0.0, -0.1], [0.1, 0.0, 0.1], [0.0, 0.0, -0.1], [0.0, -0.1, 0.0], [0.0, 0.1, 0.0], [0.1, -0.1, 0.0], [0.2, 0.4, 0.1], [0.0, 0.0, 0.0], [0.0, 0.0, -0.1], [0.0, 0.0, 0.0], [0.1, 0.1, 0.0], [-0.1, -0.1, 0.1], [0.0, -0.1, 0.0], [0.0, 0.1, 0.1], [0.1, -0.1, -0.1], [0.0, 0.0, 0.0], [0.0, 0.0, 0.0], [0.0, 0.0, 0.0], [0.0, -0.1, 0.0], [0.1, 0.0, 0.0], [0.1, 0.0, 0.0], [0.0, 0.0, 0.0], [-0.1, 0.0, 0.0], [0.0, 0.0, 0.0], [0.0, 0.0, 0.0], [0.0, 0.1, 0.0], [0.0, 0.0, 0.0], [0.0, 0.1, -0.1], [-0.1, 0.1, -0.1], [0.0, 0.0, 0.1], [0.0, 0.0, 0.0], [0.0, 0.0, 0.1], [0.1, 0.0, 0.0], [0.0, 0.0, -0.1], [0.0, 0.0, 0.0], [0.0, 0.0, 0.0], [0.0, 0.0, 0.0], [0.0, 0.0, 0.0], [-0.1, 0.0, 0.0], [0.0, 0.1, 0.0], [-0.6, -0.6, -0.2], [-0.1, 0.2, 0.0], [0.2, -0.2, 0.5], [-0.4, -0.5, -0.6], [0.4, 1.1, -0.3], [0.0, -0.9, 1.5], [0.1, 0.3, -1.2], [0.5, 1.2, 0.9], [0.2, 1.2, -1.4], [0.0, 0.0, -0.1], [0.0, 0.0, 0.0], [-0.1, -0.1, -0.1]]
}

***

{
  "formula": "C13H17N2O3PPtS2",
  "method": "the ωB97M-V functional and the def2-TZVPD basis",
  "energy_ha": -2097.993767,
  "e_homo_ev": [-3.317, -3.513],
  "s2": 0.76,
  "spin_multiplicity": 2,
  "largest_force_ev_per_a": 4.10,
  "de_lowest_kj_mol": 104.5,
  "charge": -1,
  "gap_ev": [6.12, 6.31],
  "symbols": ["Pt", "O", "C", "C", "C", "C", "C", "C", "C", "N", "C", "C", "N", "H", "H", "H", "H", "H", "H", "H", "C", "C", "O", "P", "S", "S", "O", "C", "C", "H", "H", "H", "H", "H", "H", "H", "H", "H", "H"],
  "xyz": [[0.47195, -0.47520, -0.54383], [2.38065, -1.44880, -0.81773], [3.28645, -1.50170, 0.10497], [4.62385, -1.61380, -0.28513], [5.67165, -1.64310, 0.63097], [5.38705, -1.59120, 1.99297], [4.08785, -1.52360, 2.43647], [2.97535, -1.48440, 1.53837], [1.66895, -1.46600, 2.02157], [0.48995, -1.41900, 1.30227], [-0.53575, -1.53940, 2.18217], [-0.06055, -1.64880, 3.45217], [1.32665, -1.65300, 3.37827], [4.83475, -1.64190, -1.34503], [6.69135, -1.67930, 0.28097], [6.19715, -1.61270, 2.71217], [3.89625, -1.47220, 3.50007], [-1.55755, -1.56650, 1.84377], [-0.56615, -1.78860, 4.38837], [1.90525, -1.30110, 4.12457], [-2.71625, 3.52520, -0.26373], [-2.01875, 2.39190, 0.47217], [-2.31375, 1.13080, -0.09453], [-1.65745, 0.61570, -1.50303], [-2.11525, -1.30800, -1.63463], [0.14155, 1.49180, -1.85063], [-2.51545, 1.47730, -2.61413], [-3.84405, 1.15250, -2.96373], [-3.86705, 0.30630, -4.22933], [-2.62825, 4.44930, 0.30167], [-3.76675, 3.27950, -0.40113], [-2.26725, 3.67020, -1.24343], [-2.37405, 2.32380, 1.50587], [-0.93445, 2.55410, 0.47797], [-4.36345, 2.10890, -3.12343], [-4.32885, 0.61200, -2.14073], [-3.37065, 0.84050, -5.03703], [-4.89065, 0.07790, -4.51373], [-3.34425, -0.62940, -4.04293]],
  "forces_ev_per_angstrom": [[-0.4, 0.4, 0.0], [1.1, -0.1, 0.6], [-2.1, 0.0, 0.3], [1.8, 0.0, 0.5], [-1.2, 0.1, -0.7], [0.4, 0.0, 0.6], [-1.1, 0.1, -0.8], [3.3, 0.1, -1.0], [-4.0, -0.5, 0.8], [2.7, -0.2, 1.0], [-0.2, -0.2, 0.7], [0.1, 0.0, -0.1], [-0.1, 0.7, -1.6], [-0.1, 0.0, -0.1], [0.2, -0.1, 0.0], [0.0, 0.0, 0.0], [0.1, -0.1, 0.1], [0.0, 0.1, -0.1], [-0.1, 0.1, 0.1], [0.0, -0.3, -0.1], [0.2, -0.2, 0.0], [0.1, 0.3, 0.1], [-0.1, -0.4, -0.4], [-0.1, 0.7, -0.1], [0.2, 0.3, 0.1], [-0.2, -0.7, 0.0], [0.2, -0.1, 0.2], [-0.3, -0.2, 0.0], [0.1, 0.1, 0.3], [0.0, 0.2, 0.1], [-0.2, 0.1, 0.0], [0.0, 0.0, -0.1], [0.1, 0.0, -0.1], [-0.1, -0.1, 0.0], [0.0, -0.2, 0.1], [0.0, 0.1, -0.1], [0.0, 0.0, -0.1], [-0.2, 0.0, -0.1], [0.0, 0.0, 0.0]]
}

***

{
  "formula": "C4H10N2O",
  "method": "the ωB97M-V functional and the def2-TZVPD basis",
  "energy_ha": -343.143850,
  "e_homo_ev": -9.230,
  "spin_multiplicity": 1,
  "largest_force_ev_per_a": 2.23,
  "de_lowest_kj_mol": 151.3,
  "charge": 0,
  "gap_ev": 10.05,
  "symbols": ["C", "C", "C", "O", "N", "C", "N", "H", "H", "H", "H", "H", "H", "H", "H", "H", "H"],
  "xyz": [[1.60099, -1.53949, 0.71770], [0.61610, -0.62031, 1.49198], [0.36431, 0.75461, 0.91110], [0.91946, 1.71413, 1.43581], [-0.63317, 0.98913, -0.01161], [-0.82069, 0.32929, -1.33843], [-1.98075, 0.79937, -2.05340], [2.64228, -1.23356, 0.68392], [1.54141, -2.47931, 1.26848], [1.20125, -1.74155, -0.27754], [-0.34094, -1.14185, 1.41910], [1.03828, -0.36180, 2.44702], [-1.06540, 1.88578, 0.15341], [0.06842, 0.64409, -1.89495], [-0.74979, -0.71960, -1.06802], [-2.71213, 1.05559, -1.39659], [-1.68962, 1.66548, -2.48798]],
  "forces_ev_per_angstrom": [[-0.9, -0.2, 0.5], [0.5, 0.0, -2.2], [0.4, 1.0, 0.6], [-0.3, -0.3, -0.1], [-0.8, -0.2, 0.1], [1.2, 1.0, 1.5], [0.3, 0.0, 0.4], [-0.1, 0.3, -0.1], [0.3, -0.2, -0.2], [0.3, 0.1, -0.1], [0.0, 0.0, 0.9], [-0.4, -0.5, 0.7], [0.4, 0.3, -0.6], [-0.2, -0.6, -0.4], [-0.5, -0.4, -0.8], [-0.1, -0.3, -0.1], [-0.3, 0.1, -0.2]]
}